Arrangement one

ORCA calculation (ωB97M-V with the def2-TZVPD basis set) on C2H10N4O in the gas phase.

Computed properties:
E_LUMO   0.03779 hartree
Orbital gap   0.368 Ha
Net charge   0

Last column: Mulliken charge in e.
Element x y z (Å)
C  0.421  -0.553  -0.078  -0.3727
C  0.579  -0.650  -1.603  -0.6007
N  -0.438  0.789  1.725  0.1133
N  -0.113  0.752  0.295  -0.3340
N  -1.791  1.178  1.654  -0.6776
N  0.864  -1.985  -2.097  -0.6099
O  0.300  1.852  2.315  -0.4614
H  -0.221  2.664  2.183  0.3667
H  0.533  1.502  0.055  0.1917
H  -2.364  0.369  1.867  0.2866
H  -1.719  1.409  0.537  0.3611
H  1.717  -2.348  -1.685  0.2473
H  0.115  -2.625  -1.853  0.2472
H  1.375  -0.763  0.422  0.2710
H  -0.306  -1.293  0.268  0.2955
H  -0.344  -0.304  -2.074  0.3565
H  1.390  0.007  -1.930  0.3194

***

Arrangement two

ORCA calculation (ωB97M-V with the def2-TZVPD basis set) on C2H10N4O as an isolated structure.

Computed properties:
E_LUMO   0.02498 hartree
Orbital gap   0.312 Ha
Net charge   0

Last column: Mulliken charge in e.
Element x y z (Å)
C  0.393  -0.968  -0.078  -0.5006
N  1.472  -1.414  0.768  -0.6328
N  -0.863  -1.605  0.305  -0.6349
H  2.229  -0.734  0.726  0.2530
H  1.854  -2.304  0.460  0.1938
H  -0.886  -2.571  -0.012  0.2070
H  -0.892  -1.655  1.321  0.2680
H  0.562  -1.178  -1.139  0.3569
H  -0.023  0.222  0.419  0.5435
N  -0.389  1.597  0.257  -0.0866
N  -1.767  1.678  -0.044  -0.6872
C  0.628  1.391  -0.842  0.0402
O  1.783  1.721  -0.681  -0.5049
H  -0.063  2.248  0.970  0.2502
H  -2.231  0.890  0.407  0.2922
H  -1.927  1.509  -1.041  0.2650
H  0.122  1.174  -1.796  0.3772

***

Arrangement three

ORCA calculation (ωB97M-V with the def2-TZVPD basis set) on a 2-piece molecular cluster, C2H10N4O overall.

Computed properties:
E_LUMO   0.02592 hartree
Orbital gap   0.343 Ha
Net charge   0

Last column: Mulliken charge in e.
Element x y z (Å)
N  -0.413  0.573  -2.175  -0.5958
C  -1.330  -0.142  -1.275  -0.5014
N  -1.743  0.508  -0.055  -0.5015
H  -0.907  1.351  -2.593  0.2359
H  0.345  0.978  -1.633  0.2298
H  -2.217  -0.403  -1.859  0.3698
H  -0.835  -1.078  -1.005  0.3366
H  -1.010  0.594  0.645  0.2634
H  -2.168  1.405  -0.251  0.2082
N  2.199  0.121  0.808  -0.5324
C  1.030  -0.117  1.507  0.5319
N  0.641  -1.429  1.535  -0.3506
O  0.394  0.772  2.049  -0.6617
H  2.337  -0.445  -0.014  0.2477
H  2.396  1.101  0.703  0.2596
H  -0.068  -1.654  2.211  0.2494
H  1.347  -2.137  1.401  0.2110

***

Bottom line: arrangement three, by a margin of 450.8 kJ/mol.